17
Properties=species:S:1:pos:R:3:forces:R:3:lowdin_charge:R:1 method="wB97M-V/def2-TZVPD" homo_ev=-14.80 orbital_gap_ev=9.2 charge=+1 spin_multiplicity=1
H 1.7509 -2.6131 1.8041 -0.2 1.5 0.6 0.14
C -1.5349 1.2822 -0.2719 -0.3 -1.2 -0.3 -0.02
H -2.4417 0.7053 -0.0155 0.5 0.4 0.4 0.10
C -0.8015 -0.9050 -1.3129 1.6 1.4 -3.8 -0.04
C 1.6972 0.8399 1.0645 -3.9 -3.4 -0.6 -0.21
S 2.4761 -0.1218 2.1585 -0.6 -0.9 -0.9 1.15
H -1.2545 2.0542 0.4254 -0.1 0.2 0.4 0.08
H -1.7465 1.7277 -1.2252 -0.5 0.6 -0.3 0.08
H 1.9089 1.8963 1.0400 -0.5 0.2 -0.6 0.09
N 0.6411 -1.2570 0.7941 -2.8 0.2 -1.8 -0.01
C -0.3645 0.3694 -0.6575 -1.1 0.4 0.7 -0.40
H -1.0011 -0.6177 -2.4311 -0.4 -0.7 2.1 0.14
N 0.5046 -0.0275 0.4479 5.1 4.2 2.2 -0.06
H 0.1931 1.0185 -1.2769 1.3 0.1 -0.8 0.13
C 1.4857 -1.5302 1.6444 3.7 -1.8 2.4 -0.34
H 0.1083 -1.5196 -1.4100 -0.9 -0.4 0.1 0.09
H -1.6213 -1.3015 -0.7780 -0.7 -0.9 0.1 0.08